Record 1
# C7H12ClN2P

The molecule C7H12ClN2P in a non-equilibrium geometry (ωB97M-V with the def2-TZVPD basis set, OMol25).

* HOMO (spin up / spin down): -7.65 / -9.32 eV
* ⟨S²⟩: 2.02
* LUMO level (spin up / spin down): 0.85 / -2.13 eV
* HOMO-LUMO gap (spin up / spin down): 8.50 / 7.19 eV
* multiplicity: 3
* DFT total energy: -32239.5258 eV

Positions of all 23 atoms, in Å:
C  3.423  -1.252  -0.690
C  2.395  -1.536  -1.326
C  3.504  -1.260  0.801
C  -1.537  -0.760  0.735
C  -1.056  1.702  0.913
C  -0.783  0.616  -1.314
C  -0.690  0.358  0.201
N  2.911  -0.442  1.500
N  0.721  0.026  0.480
P  1.902  0.898  0.962
Cl  2.971  1.639  -0.738
H  4.404  -1.250  -1.147
H  1.687  -1.821  -2.067
H  4.238  -1.980  1.140
H  -2.512  -0.673  0.396
H  -1.153  -1.699  0.426
H  -1.631  -0.738  1.743
H  -0.236  2.407  0.779
H  -1.077  1.530  1.919
H  -2.118  1.832  0.515
H  -1.757  0.990  -1.610
H  -0.078  1.234  -1.673
H  -0.517  -0.313  -1.808

***

Record 2
# C21H44FO10PS2

A cluster of 8 separate species, C21H44FO10PS2 in total (ωB97M-V with the def2-TZVPD basis set, OMol25).

* HOMO: -9.01 eV
* LUMO level: -0.49 eV
* HOMO-LUMO gap: 8.53 eV
* multiplicity: 1
* DFT total energy: -76638.1770 eV

Positions of all 79 atoms, in Å:
O  1.709  -1.033  2.009
S  1.810  -1.995  0.947
O  1.666  -3.490  1.805
F  2.672  -4.425  1.465
O  3.342  -2.162  0.507
P  4.649  -2.168  1.537
S  6.086  -3.325  1.087
H  4.932  -0.804  1.553
H  4.017  -2.376  2.761
C  0.358  4.260  3.591
C  0.369  3.292  2.431
O  0.327  3.676  1.285
C  0.434  1.823  2.774
H  0.305  5.284  3.229
H  -0.500  4.058  4.235
H  1.258  4.130  4.194
H  -0.421  1.547  3.393
H  1.339  1.607  3.344
H  0.432  1.232  1.864
C  -0.865  6.404  0.098
C  -1.555  7.684  0.483
O  -1.361  8.235  1.544
C  -2.512  8.248  -0.542
H  -0.194  6.082  0.890
H  -1.599  5.620  -0.090
H  -0.306  6.550  -0.825
H  -3.290  7.515  -0.759
H  -1.982  8.446  -1.475
H  -2.966  9.164  -0.172
C  -1.750  -3.416  2.092
C  -2.014  -3.634  0.623
O  -1.200  -3.312  -0.213
C  -3.321  -4.293  0.261
H  -0.766  -2.968  2.176
H  -2.510  -2.766  2.527
H  -1.773  -4.369  2.626
H  -4.155  -3.689  0.620
H  -3.387  -5.269  0.747
H  -3.390  -4.408  -0.818
C  0.478  6.038  -5.047
C  -0.125  5.276  -3.892
O  -0.850  5.810  -3.086
C  0.228  3.812  -3.787
H  0.154  7.075  -5.015
H  1.567  5.991  -4.999
H  0.171  5.587  -5.993
H  1.310  3.695  -3.699
H  -0.088  3.284  -4.689
H  -0.257  3.378  -2.917
C  -0.615  -7.086  0.988
C  -1.513  -7.732  2.012
O  -2.411  -7.112  2.535
C  -1.240  -9.177  2.347
H  -0.910  -6.052  0.837
H  0.427  -7.107  1.315
H  -0.674  -7.611  0.033
H  -0.224  -9.286  2.730
H  -1.320  -9.791  1.448
H  -1.952  -9.524  3.092
C  -4.962  5.904  -2.666
C  -6.264  6.669  -2.623
O  -6.361  7.788  -3.065
C  -7.441  5.957  -1.997
H  -4.191  6.514  -3.130
H  -4.652  5.635  -1.655
H  -5.086  4.982  -3.236
H  -7.211  5.691  -0.963
H  -7.649  5.031  -2.536
H  -8.316  6.601  -2.022
C  8.509  -8.443  -0.296
C  7.730  -7.221  0.138
O  7.961  -6.658  1.180
C  6.648  -6.744  -0.804
H  9.254  -8.690  0.456
H  7.833  -9.288  -0.435
H  9.000  -8.254  -1.252
H  5.910  -7.534  -0.955
H  7.081  -6.495  -1.774
H  6.164  -5.866  -0.384

***

Record 3
# C29H34F2N5Ru

A structure of composition C29H34F2N5Ru in a non-equilibrium geometry (ωB97M-V with the def2-TZVPD basis set, OMol25).

* HOMO (spin up / spin down): -16.71 / -17.35 eV
* ⟨S²⟩: 6.02
* LUMO level (spin up / spin down): -8.28 / -10.46 eV
* HOMO-LUMO gap (spin up / spin down): 8.43 / 6.89 eV
* energy relative to the best compared isomer or geometry (same formula, charge and spin): 107.7 kJ/mol
* net charge: +3
* multiplicity: 5
* DFT total energy: -46064.4046 eV

Positions of all 71 atoms, in Å:
Ru  -0.687  0.727  0.386
C  0.443  0.590  -2.391
C  0.766  2.086  -2.315
C  1.396  2.530  -1.018
C  2.215  3.656  -1.031
C  2.888  4.038  0.115
C  2.761  3.249  1.250
C  1.906  2.164  1.206
N  1.210  1.824  0.110
N  -0.840  0.253  -1.764
C  -1.059  -1.198  -1.689
C  -2.305  -1.444  -0.867
C  -3.173  -2.494  -1.112
C  -4.353  -2.569  -0.385
C  -4.643  -1.568  0.533
C  -3.699  -0.581  0.766
N  -2.546  -0.544  0.099
C  -1.957  0.909  -2.473
C  -2.391  2.207  -1.833
C  -2.948  3.235  -2.586
C  -3.448  4.353  -1.935
C  -3.391  4.402  -0.550
C  -2.802  3.346  0.127
N  -2.307  2.286  -0.501
H  1.243  0.024  -1.893
H  0.418  0.284  -3.447
H  -0.131  2.681  -2.508
H  1.465  2.326  -3.120
H  2.326  4.221  -1.943
H  3.517  4.914  0.108
H  3.308  3.467  2.153
H  1.784  1.536  2.081
H  -0.189  -1.657  -1.191
H  -1.171  -1.645  -2.686
H  -2.930  -3.236  -1.857
H  -5.038  -3.385  -0.552
H  -5.581  -1.556  1.064
H  -3.873  0.205  1.492
H  -2.831  0.248  -2.457
H  -1.698  1.071  -3.525
H  -2.995  3.162  -3.661
H  -3.887  5.161  -2.500
H  -3.791  5.238  -0.002
H  -2.744  3.359  1.206
C  2.690  -4.114  -0.420
N  3.583  -3.399  0.509
C  4.987  -3.498  0.063
C  3.153  -1.980  0.720
C  1.967  -1.914  1.656
C  2.176  -2.300  2.989
C  1.127  -2.396  3.880
C  -0.160  -2.111  3.472
C  -0.387  -1.696  2.158
C  0.681  -1.546  1.300
H  2.916  -5.179  -0.418
H  2.829  -3.739  -1.433
H  1.652  -3.982  -0.122
H  3.513  -3.869  1.421
H  5.135  -2.922  -0.849
H  5.246  -4.536  -0.139
H  5.663  -3.124  0.828
H  2.931  -1.535  -0.252
H  3.995  -1.443  1.162
H  3.178  -2.527  3.325
H  1.308  -2.718  4.896
H  -1.001  -2.225  4.138
H  -1.418  -1.536  1.868
F  -0.157  0.858  3.091
C  -1.078  1.438  2.280
F  -0.706  2.741  2.191
H  -2.062  1.378  2.779

***

Record 4
# CHF4N2

The ion CHF4N2 with charge +1 in a non-equilibrium geometry (ωB97M-V with the def2-TZVPD basis set, OMol25).

* HOMO: -16.87 eV
* LUMO level: -5.97 eV
* HOMO-LUMO gap: 10.90 eV
* energy relative to the best compared isomer or geometry (same formula, charge and spin): 143.2 kJ/mol
* net charge: +1
* multiplicity: 1
* DFT total energy: -14886.2632 eV

Positions of all 8 atoms, in Å:
F  0.084  1.664  0.023
N  0.001  0.387  -0.331
C  1.479  -0.408  -0.008
F  1.395  -1.675  -0.031
N  2.608  0.212  0.076
F  3.778  -0.408  0.152
F  2.753  1.513  0.105
H  -0.749  -0.085  0.193

***

Record 5
# C3H8S2

The molecule C3H8S2 in a non-equilibrium geometry (ωB97M-V with the def2-TZVPD basis set, OMol25).

* HOMO: -8.55 eV
* LUMO level: -0.50 eV
* HOMO-LUMO gap: 8.06 eV
* energy relative to the best compared isomer or geometry (same formula, charge and spin): 135.9 kJ/mol
* multiplicity: 1
* DFT total energy: -24909.9891 eV

Positions of all 13 atoms, in Å:
C  0.669  1.368  0.216
C  1.061  -0.110  0.263
C  0.010  -1.099  0.711
S  -1.299  -1.525  -0.581
S  -1.904  0.413  -1.768
H  0.014  1.484  -0.647
H  1.442  2.123  0.208
H  -0.093  1.491  1.003
H  1.332  -0.358  -0.768
H  1.942  -0.308  0.879
H  0.396  -2.126  0.691
H  -0.604  -0.961  1.597
H  -2.965  -0.391  -1.803

***

Record 6
# CH4I2N2

A structure of composition CH4I2N2 in a non-equilibrium geometry (ωB97M-V with the def2-TZVPD basis set, OMol25).

* HOMO: -8.35 eV
* LUMO level: -1.78 eV
* HOMO-LUMO gap: 6.56 eV
* energy relative to the best compared isomer or geometry (same formula, charge and spin): 333.6 kJ/mol
* multiplicity: 1
* DFT total energy: -20277.7398 eV

Positions of all 9 atoms, in Å:
C  -1.329  -0.211  0.110
N  -0.241  0.732  0.247
N  1.837  -0.127  -0.580
I  2.990  1.361  0.191
I  1.748  -1.886  0.225
H  -1.880  -0.016  -0.861
H  -0.911  -1.203  -0.051
H  -1.871  -0.161  1.085
H  -0.344  1.512  -0.367